[1]
The following is a DFT calculation (the ωB97M-V functional and the def2-TZVPD basis) of C13H26OP2Zr as an isolated structure.

Properties
Kohn-Sham gap (spin up / spin down) = 5.942 / 5.941 eV
F_max = 9.10 eV/A
LUMO energy (spin up / spin down) = -9.414 / -9.415 eV
calculated total energy = -1315.139709 Ha

```
! RIJCOSX wB97M-V def2-TZVPD def2/J DEFGRID3
* xyz 2 1
Zr 0.116 0.950 -0.033
H 1.512 -0.316 -0.529
H 0.938 -0.468 -1.125
P 2.250 1.779 1.077
P -1.868 0.616 -1.510
C -3.327 0.093 -0.587
H -4.185 0.090 -1.268
H -3.189 -0.905 -0.160
H -3.498 0.773 0.255
C -2.266 2.269 -2.134
H -1.430 2.670 -2.720
H -3.160 2.207 -2.764
H -2.437 2.956 -1.298
C -1.656 -0.414 -2.965
H -1.436 -1.450 -2.694
H -2.569 -0.373 -3.567
H -0.800 -0.052 -3.547
C 2.246 3.595 0.910
H 3.136 4.037 1.376
H 2.220 3.870 -0.152
H 1.341 4.005 1.371
C 2.361 1.484 2.863
H 2.435 0.407 3.053
H 3.232 1.994 3.293
H 1.449 1.843 3.354
C 3.843 1.265 0.396
H 3.865 1.467 -0.681
H 4.675 1.797 0.874
H 3.973 0.185 0.534
C -0.666 0.166 1.732
O -1.039 -0.463 2.654
H -0.618 2.459 0.524
C -0.499 -4.671 0.540
C 0.523 -3.859 1.047
C 0.495 -2.468 0.789
C -0.514 -1.926 0.044
C -1.494 -2.720 -0.507
C -1.498 -4.113 -0.233
H -0.492 -5.732 0.757
H 1.342 -4.262 1.643
H 1.276 -1.794 1.170
H -2.265 -2.265 -1.137
H -2.322 -4.725 -0.650
*
```

[2]
The following is a DFT calculation (the ωB97M-V functional and the def2-TZVPD basis) of a 2-piece molecular cluster, C11H10N2O2 overall.

Properties
Kohn-Sham gap (spin up / spin down) = 6.906 / 6.905 eV
F_max = 4.72 eV/A
LUMO energy (spin up / spin down) = -0.304 / -0.303 eV
calculated total energy = -684.925797 Ha

```
! RIJCOSX wB97M-V def2-TZVPD def2/J DEFGRID3
* xyz 0 1
C 2.143 -2.884 -0.215
C 0.882 -3.271 0.275
C 2.383 -1.595 -0.456
C -0.173 -2.378 0.352
C 1.593 0.765 -0.552
C 0.615 1.655 -0.503
C 1.347 -0.568 -0.338
C 0.125 -0.969 0.180
C -0.661 1.335 -0.004
C -0.941 0.019 0.227
C -1.620 2.432 0.109
N -2.229 -0.300 0.672
N -4.122 -0.500 -1.004
O -2.731 -1.456 0.894
O -4.110 -1.545 -0.571
H 2.830 -3.641 -0.682
H 0.659 -4.224 0.569
H 3.357 -1.390 -0.850
H -1.112 -2.739 0.643
H 2.636 1.046 -0.728
H 0.778 2.643 -1.085
H -1.041 3.280 0.093
H -2.405 2.642 -0.726
H -2.251 2.447 1.192
H -2.559 0.525 1.238
*
```

[3]
The following is a DFT calculation (the ωB97M-V functional and the def2-TZVPD basis) of a 2-piece molecular cluster, C14H29INO8P overall.

Properties
SMILES = CCCOCN(CC(C)C)C(=O)OCC(=O)I.COP(=O)(OC)OC
Kohn-Sham gap = 6.635 eV
F_max = 9.30 eV/A
LUMO energy = -2.900 eV
calculated total energy = -1846.339426 Ha

```
! RIJCOSX wB97M-V def2-TZVPD def2/J DEFGRID3
* xyz 0 1
C -3.583 -2.553 -0.361
C -2.010 -2.773 -0.641
C -1.150 -2.913 0.724
O -0.737 -1.571 1.080
C 0.409 -1.606 2.000
N 0.267 -0.418 2.880
C 1.428 0.517 2.797
C 1.346 1.458 1.501
C 2.143 2.840 1.819
C -0.134 1.884 1.064
C -0.088 -0.767 4.259
O 0.663 -1.265 5.116
O -1.462 -0.514 4.634
C -1.704 0.911 4.609
C -3.117 1.338 3.996
O -3.475 2.528 4.196
I -4.450 0.075 2.844
H -3.752 -2.084 0.680
H -3.975 -1.772 -1.114
H -4.107 -3.560 -0.447
H -1.786 -3.601 -1.400
H -1.639 -1.790 -1.124
H -1.867 -3.307 1.537
H -0.275 -3.641 0.638
H 0.500 -2.597 2.555
H 1.330 -1.455 1.318
H 1.410 1.200 3.730
H 2.439 -0.041 2.868
H 1.850 0.907 0.625
H 1.936 3.588 0.967
H 1.621 3.298 2.744
H 3.261 2.678 1.973
H -0.918 1.062 1.148
H -0.523 2.799 1.649
H -0.074 2.149 -0.060
H -1.719 1.257 5.712
H -0.901 1.522 4.076
C 1.547 -1.557 -2.494
O 2.412 -0.597 -3.055
P 1.933 0.979 -3.533
O 1.810 1.444 -2.090
O 0.463 0.419 -4.044
C 0.376 -0.523 -5.105
O 1.518 2.542 -4.125
C 1.874 2.777 -5.483
H 2.085 -2.084 -1.702
H 0.647 -1.106 -2.070
H 1.288 -2.297 -3.253
H -0.181 -1.395 -4.749
H 1.364 -0.839 -5.450
H -0.181 -0.085 -5.933
H 1.337 2.088 -6.143
H 2.950 2.649 -5.617
H 1.602 3.800 -5.746
*
```

[4]
The following is a DFT calculation (the ωB97M-V functional and the def2-TZVPD basis) of a 12-piece molecular cluster, C6H34O13 overall.

Properties
SMILES = CCCCCC(=O)O.O.O.O.O.O.O.O.O.O.O.O
Kohn-Sham gap = 10.803 eV
F_max = 2.22 eV/A
LUMO energy = 0.197 eV
calculated total energy = -1227.106895 Ha

```
! RIJCOSX wB97M-V def2-TZVPD def2/J DEFGRID3
* xyz 0 1
O -1.375 -2.740 1.399
C -1.501 -1.622 1.822
O -2.370 -1.293 2.818
C -0.831 -0.313 1.370
C 0.583 -0.018 1.921
C 1.506 -1.219 1.915
C 2.977 -0.898 1.657
C 3.346 -1.578 0.324
H -3.017 -1.992 2.994
H -0.857 -0.489 0.297
H -1.536 0.442 1.682
H 0.482 0.518 2.862
H 0.847 0.736 1.164
H 1.043 -2.018 1.332
H 1.371 -1.640 2.926
H 3.268 0.149 1.576
H 3.619 -1.347 2.407
H 4.341 -1.265 -0.001
H 2.615 -1.538 -0.470
H 3.450 -2.650 0.537
H -1.497 0.169 -3.223
H -1.450 -1.205 -2.788
O -1.990 -0.407 -2.611
H -0.838 -3.728 -2.264
H -1.238 -2.582 -1.354
O -0.680 -2.790 -2.115
H 0.574 1.646 -3.892
H 0.444 3.104 -3.303
O 0.069 2.218 -3.303
H -2.238 2.024 3.787
H -1.962 3.137 2.909
O -1.542 2.677 3.656
H 3.842 0.771 -1.395
H 2.591 1.502 -0.855
O 2.914 0.647 -1.158
H 0.913 2.751 -0.312
H 1.591 4.142 0.139
O 1.712 3.282 -0.257
H 1.649 -0.314 -2.667
H 0.705 -1.340 -2.908
O 0.990 -0.527 -3.358
H -1.844 0.493 -1.101
H -3.338 0.730 -0.868
O -2.473 0.954 -0.518
H -2.401 2.425 0.824
H -3.919 2.805 1.009
O -3.105 2.577 1.456
H -1.253 -4.567 0.393
H 0.125 -3.865 0.050
O -0.453 -4.604 -0.138
H -1.419 3.307 -2.104
H -1.199 2.194 -1.087
O -1.241 3.152 -1.177
*
```

[5]
The following is a DFT calculation (the ωB97M-V functional and the def2-TZVPD basis) of C26H50NOsP3S as an isolated structure.

Properties
Kohn-Sham gap (spin up / spin down) = 6.020 / 1.915 eV
F_max = 2.56 eV/A
LUMO energy (spin up / spin down) = -12.030 / -16.297 eV
calculated total energy = -2586.661146 Ha

```
! RIJCOSX wB97M-V def2-TZVPD def2/J DEFGRID3
* xyz 4 5
Os 0.372 0.237 0.014
P 2.136 1.723 1.136
P -1.076 2.006 0.372
P 1.061 1.390 -1.893
H -1.434 -1.760 0.790
C -0.888 -1.571 -0.140
C 0.487 -2.034 -0.241
H 0.874 -2.613 0.609
C 2.326 1.680 2.981
C 2.422 3.568 1.085
C 3.789 1.061 0.648
C -2.832 1.632 -0.034
C -1.146 2.517 2.143
C -0.980 3.733 -0.316
C 2.384 0.404 -2.702
C 1.924 3.013 -2.047
C -0.368 1.866 -2.978
H -1.581 -1.604 -0.986
H 0.975 -2.369 -1.160
H 2.757 0.726 3.301
H 1.351 1.785 3.466
H 2.980 2.493 3.332
H 1.610 4.094 1.603
H 2.523 3.993 0.085
H 3.361 3.772 1.623
H 3.772 -0.034 0.659
H 4.544 1.403 1.369
H 4.074 1.395 -0.355
H -3.506 2.233 0.591
H -3.071 0.574 0.121
H -3.039 1.867 -1.083
H -2.172 2.815 2.394
H -0.473 3.361 2.332
H -0.856 1.700 2.805
H -1.773 4.347 0.139
H -1.130 3.760 -1.399
H -0.019 4.205 -0.074
H 2.803 1.005 -3.517
H 2.010 -0.536 -3.125
H 3.185 0.180 -1.989
H 2.101 3.186 -3.115
H 2.895 3.006 -1.543
H 1.307 3.833 -1.670
H -0.166 1.524 -4.003
H -0.497 2.944 -3.019
H -1.310 1.413 -2.655
C -0.356 -2.277 -4.736
C -1.385 -2.238 -5.717
C -1.390 -3.168 -6.755
C -0.382 -4.133 -6.853
C 0.634 -4.158 -5.894
C 0.671 -3.233 -4.850
S -0.329 -1.015 -3.540
H -0.110 -1.349 -2.144
H -2.171 -1.482 -5.630
H -2.189 -3.165 -7.490
H -0.397 -4.878 -7.646
H 1.414 -4.921 -5.930
H 1.458 -3.211 -4.100
C -2.656 -2.406 4.349
N -2.635 -1.861 2.961
C -4.024 -1.770 2.424
C -1.894 -0.506 2.869
C -0.416 -0.690 3.098
C 0.022 -0.890 4.429
C 1.266 -1.457 4.674
C 2.114 -1.732 3.595
C 1.774 -1.292 2.309
C 0.530 -0.670 2.057
H -3.013 -1.611 5.017
H -1.652 -2.737 4.634
H -3.350 -3.250 4.357
H -2.089 -2.506 2.356
H -4.562 -0.995 2.980
H -3.990 -1.529 1.359
H -4.497 -2.747 2.565
H -2.145 -0.088 1.887
H -2.378 0.143 3.623
H -0.668 -0.674 5.255
H 1.558 -1.706 5.699
H 3.046 -2.282 3.743
H 2.488 -1.439 1.489
*
```